Entry 1:
{"formula": "C3H14N6O4", "method": "ωB97M-V/def2-TZVPD", "elements": ["N", "C", "N", "O", "H", "H", "H", "H", "N", "C", "N", "O", "H", "H", "H", "H", "N", "C", "N", "O", "H", "H", "H", "H", "O", "H", "H"], "xyz": [[-4.9388, -1.8721, -1.4363], [-4.0857, -1.0803, -0.9623], [-4.5782, -0.4666, 0.0504], [-2.9170, -0.8930, -1.3906], [-4.6291, -2.3045, -2.2949], [-5.9101, -1.9472, -1.1699], [-5.5593, -0.6247, 0.2306], [-4.0074, 0.2256, 0.5144], [4.8555, 2.4370, -1.3800], [3.8328, 2.6062, -0.6299], [2.7104, 2.5622, -1.2976], [3.8830, 2.4718, 0.5630], [5.7740, 2.2466, -1.0057], [4.7361, 2.4984, -2.3811], [2.8024, 2.6721, -2.2974], [1.8331, 2.2443, -0.9109], [1.1754, -2.4878, 1.6503], [1.0175, -1.5631, 2.5680], [0.7974, -0.3126, 2.2254], [1.0869, -1.8894, 3.7276], [1.1808, -2.1861, 0.6865], [1.5672, -3.3709, 1.9450], [0.5888, 0.0418, 1.3029], [0.8401, 0.3291, 3.0042], [-0.6059, 0.1689, -0.0584], [-1.2567, -0.2903, -0.5892], [-0.1932, 0.7845, -0.6642]], "lowdin_charge": [0.18, -0.77, 0.18, -0.01, 0.13, 0.13, 0.12, 0.13, 0.16, -0.81, 0.16, 0.05, 0.13, 0.11, 0.10, 0.11, 0.16, -0.79, 0.17, 0.01, 0.10, 0.11, 0.05, 0.12, -0.05, 0.00, 0.04], "spin_multiplicity": 1, "total_energy_ha": -752.257476, "homo_lumo_gap_ev": 9.034}

***

Entry 2:
{"formula": "C3H9NO3S", "method": "ωB97M-V/def2-TZVPD", "elements": ["N", "C", "C", "C", "S", "O", "O", "O", "H", "H", "H", "H", "H", "H", "H", "H", "H"], "xyz": [[-0.3221, 1.2805, 2.3591], [0.5368, 1.1026, 1.0991], [0.3320, -0.3903, 0.7127], [0.7752, -0.9016, -0.6547], [-0.3705, -0.3042, -1.9370], [0.1763, -0.8690, -3.1222], [-0.7292, 1.1223, -1.8510], [-1.6798, -1.3057, -1.5928], [-0.5454, 2.2634, 2.6069], [-1.2812, 0.6784, 2.0483], [1.7146, 1.3058, 1.5390], [0.2085, 1.6959, 0.2545], [1.0241, -0.8289, 1.5906], [-0.7416, -0.5017, 1.0509], [0.7496, -2.0166, -0.5612], [1.7965, -0.6209, -0.8631], [-1.6440, -1.7100, -2.6791]], "lowdin_charge": [-0.07, -0.31, -0.28, -0.23, 0.65, -0.32, -0.29, -0.26, 0.06, 0.13, 0.17, 0.06, 0.15, 0.10, 0.12, 0.11, 0.21], "spin_multiplicity": 1, "total_energy_ha": -798.258234, "homo_lumo_gap_ev": 9.931}